{
  "formula": "C29H29CoO2P",
  "method": "the ωB97M-V functional and the def2-TZVPD basis",
  "lumo_ev": [0.5, 0.3],
  "energy_ha": -2997.11817,
  "gap_ev": [7.7, 8.6],
  "homo_ev": [-7.1, -8.2],
  "spin_multiplicity": 4,
  "s2": 3.764,
  "symbols": ["Co", "C", "C", "C", "C", "C", "C", "C", "C", "C", "C", "H", "H", "H", "H", "H", "H", "H", "H", "H", "H", "H", "H", "H", "H", "H", "O", "C", "O", "C", "C", "C", "C", "C", "C", "P", "C", "C", "C", "C", "C", "C", "C", "C", "C", "C", "C", "C", "H", "H", "H", "H", "H", "H", "H", "H", "H", "H", "H", "H", "H", "H"],
  "positions_angstrom": [[-0.064, 0.142, 0.475], [0.884, 1.080, 2.313], [0.299, 2.039, 1.440], [1.030, 2.006, 0.210], [2.066, 1.042, 0.345], [1.985, 0.482, 1.639], [2.928, -0.514, 2.245], [3.123, 0.808, -0.689], [0.826, 2.903, -0.974], [-0.838, 2.964, 1.748], [0.525, 0.839, 3.749], [3.109, -0.279, 3.296], [3.898, -0.492, 1.745], [2.565, -1.543, 2.217], [3.814, 1.655, -0.729], [2.704, 0.693, -1.690], [3.721, -0.079, -0.485], [0.482, 2.374, -1.864], [1.755, 3.413, -1.237], [0.086, 3.672, -0.757], [-0.483, 3.947, 2.072], [-1.475, 2.570, 2.539], [-1.479, 3.114, 0.879], [0.224, -0.188, 3.957], [-0.285, 1.493, 4.068], [1.381, 1.050, 4.396], [-3.651, -0.185, -1.516], [-2.750, -0.621, -0.825], [-1.835, 0.106, -0.284], [-2.743, -2.128, -0.536], [-3.961, -2.768, -0.770], [-4.129, -4.123, -0.553], [-3.061, -4.888, -0.107], [-1.842, -4.276, 0.118], [-1.666, -2.903, -0.080], [0.016, -2.265, 0.230], [1.016, -2.876, -1.152], [0.458, -3.489, -2.268], [1.269, -3.865, -3.332], [2.634, -3.634, -3.285], [3.197, -3.018, -2.173], [2.389, -2.635, -1.116], [0.547, -3.210, 1.695], [1.459, -4.257, 1.654], [1.838, -4.902, 2.826], [1.305, -4.505, 4.041], [0.384, -3.464, 4.086], [0.011, -2.819, 2.921], [-4.773, -2.155, -1.135], [-5.090, -4.585, -0.734], [-3.173, -5.950, 0.065], [-1.010, -4.877, 0.462], [-0.608, -3.670, -2.315], [0.826, -4.337, -4.198], [3.261, -3.927, -4.116], [4.261, -2.829, -2.134], [2.829, -2.147, -0.254], [1.875, -4.579, 0.709], [2.549, -5.717, 2.784], [1.601, -5.003, 4.955], [-0.041, -3.153, 5.030], [-0.706, -2.006, 2.969]],
  "atomic_forces_ev_per_a": [[0.354, -0.502, -0.055], [-0.042, -0.071, -0.013], [-0.023, 0.173, -0.046], [-0.217, 0.108, 0.040], [-0.038, -0.050, -0.136], [-0.046, -0.056, 0.055], [0.079, -0.007, 0.044], [0.086, 0.004, -0.055], [0.000, 0.111, -0.047], [-0.093, 0.058, 0.053], [-0.009, 0.028, 0.107], [-0.013, 0.016, 0.008], [-0.017, 0.000, -0.026], [-0.046, -0.015, -0.022], [-0.015, 0.022, -0.001], [-0.044, -0.007, -0.008], [-0.015, -0.022, 0.051], [0.018, -0.067, 0.006], [0.017, 0.006, 0.008], [-0.019, -0.001, 0.018], [0.034, -0.011, -0.002], [0.025, -0.019, 0.007], [0.018, -0.021, -0.025], [0.030, -0.005, -0.045], [-0.029, -0.005, -0.015], [0.007, 0.022, 0.001], [0.001, -0.040, -0.076], [0.058, 0.024, 0.105], [0.174, 0.168, 0.088], [-0.008, -0.057, -0.019], [-0.008, 0.026, -0.004], [-0.005, -0.035, -0.005], [0.031, 0.070, -0.002], [-0.057, -0.057, 0.018], [0.048, -0.045, -0.017], [-0.300, 0.344, 0.166], [-0.015, -0.028, 0.013], [0.004, -0.032, -0.052], [-0.035, 0.014, 0.034], [0.030, 0.006, -0.014], [-0.037, -0.015, -0.010], [0.067, -0.009, -0.015], [0.041, 0.003, -0.115], [0.022, -0.064, 0.039], [-0.028, 0.037, -0.028], [-0.038, 0.045, 0.031], [0.009, -0.041, -0.007], [-0.021, 0.010, 0.043], [-0.013, -0.005, -0.002], [-0.021, 0.009, -0.004], [-0.003, -0.020, -0.003], [0.020, 0.008, 0.007], [0.010, 0.006, 0.009], [0.005, -0.005, -0.016], [0.011, -0.006, -0.004], [0.017, -0.004, -0.003], [-0.024, 0.018, 0.032], [0.024, 0.009, -0.047], [0.018, -0.012, -0.005], [0.015, -0.017, 0.005], [0.005, -0.003, 0.032], [-0.001, 0.009, -0.068]]
}

{
  "formula": "C6H15N4",
  "method": "the ωB97M-V functional and the def2-TZVPD basis",
  "lumo_ev": -3.0,
  "total_charge": 1,
  "energy_ha": -456.17715,
  "gap_ev": 8.8,
  "homo_ev": -11.8,
  "relative_energy_kcal_mol": 137.36,
  "spin_multiplicity": 1,
  "symbols": ["C", "C", "N", "C", "N", "C", "C", "N", "N", "C", "H", "H", "H", "H", "H", "H", "H", "H", "H", "H", "H", "H", "H", "H", "H"],
  "positions_angstrom": [[1.013, 1.193, -1.861], [1.109, 0.214, -0.979], [1.477, -0.553, -0.086], [2.287, -1.782, -0.422], [1.062, -0.419, 1.241], [0.471, 0.848, 1.806], [-1.015, 0.517, 1.887], [-1.608, 0.869, 0.555], [-1.434, -0.260, -0.261], [-2.126, -0.103, -1.522], [1.766, 1.866, -1.969], [0.209, 1.368, -2.483], [2.883, -1.596, -1.368], [2.731, -1.923, 0.545], [1.716, -2.637, -0.565], [1.834, -0.720, 1.840], [0.719, 1.549, 1.056], [0.959, 0.887, 2.686], [-1.257, -0.635, 2.090], [-1.440, 1.128, 2.620], [-2.531, 1.268, 0.768], [-1.639, -1.222, 0.030], [-1.693, -0.229, -2.461], [-3.156, -0.554, -1.459], [-2.338, 0.927, -1.687]],
  "atomic_forces_ev_per_a": [[-0.614, -3.262, 2.382], [-0.558, 2.773, -2.117], [0.422, -0.667, 0.176], [0.636, 2.040, -0.030], [1.115, -1.303, 0.758], [-1.408, -3.890, -3.583], [-0.191, -1.119, -1.827], [0.572, -0.139, 2.644], [0.470, -0.449, -2.503], [-2.943, 0.812, 1.156], [2.438, 1.728, -0.030], [-1.844, -0.106, -1.053], [-0.322, -0.033, 1.705], [1.509, -0.395, -0.157], [-1.725, -1.283, -0.405], [-0.141, -0.092, -0.528], [-0.147, 1.747, -0.076], [1.380, 0.973, 3.047], [0.870, 2.513, 0.051], [-1.014, 0.830, 1.179], [-0.337, -1.122, -0.838], [-0.304, 0.770, 1.233], [1.538, -1.709, -1.286], [0.988, 0.103, -0.461], [-0.390, 1.282, 0.563]]
}

{
  "formula": "C6H15NO",
  "method": "the ωB97M-V functional and the def2-TZVPD basis",
  "lumo_ev": 1.0,
  "energy_ha": -367.55855,
  "gap_ev": 9.8,
  "homo_ev": -8.7,
  "relative_energy_kcal_mol": 45.65,
  "spin_multiplicity": 1,
  "symbols": ["C", "C", "C", "C", "C", "N", "C", "O", "H", "H", "H", "H", "H", "H", "H", "H", "H", "H", "H", "H", "H", "H", "H"],
  "positions_angstrom": [[2.816, -1.486, -1.549], [2.360, -0.625, -0.310], [1.245, -1.320, 0.427], [-0.102, -1.444, -0.272], [-0.768, -0.100, -0.556], [-1.234, 0.648, 0.613], [-1.744, 1.955, 0.370], [-2.676, 2.339, 1.346], [3.917, -1.476, -1.516], [2.708, -0.860, -2.448], [2.343, -2.456, -1.449], [3.219, -0.547, 0.380], [1.908, 0.309, -0.645], [0.960, -0.653, 1.275], [1.512, -2.266, 0.927], [-0.065, -1.950, -1.252], [-0.787, -2.069, 0.301], [-1.662, -0.326, -1.169], [-0.197, 0.567, -1.212], [-0.669, 0.505, 1.432], [-2.169, 2.100, -0.636], [-0.938, 2.721, 0.496], [-3.045, 1.602, 1.857]],
  "atomic_forces_ev_per_a": [[1.076, 2.376, 0.901], [0.039, -1.401, -0.670], [-1.209, 0.402, 1.901], [-0.053, 0.052, -1.020], [-1.267, 0.284, -0.476], [-0.455, -1.388, -0.690], [1.119, 0.983, 0.932], [-0.762, 0.377, 0.653], [-0.261, -0.944, 0.190], [-0.920, -0.934, -0.130], [0.231, -0.157, -0.847], [-0.510, 0.636, -0.328], [0.752, 0.356, 0.169], [0.581, -0.422, -0.031], [0.216, 0.181, -0.492], [0.370, 0.092, 0.223], [0.005, 0.146, 0.283], [0.190, 0.065, 0.240], [0.547, -0.260, 0.031], [0.168, 0.552, 0.049], [0.126, -0.656, 0.178], [-0.340, -0.246, -0.398], [0.357, -0.094, -0.668]]
}